ORCA calculation (wB97M-V/def2-TZVPD) on a structure of composition C51H52CrN6O2S.

Output
2S+1   5
DFT total energy   -106020.21197 eV
Net charge   -2
Kohn-Sham gap (alpha / beta)   4.09 / 4.11 eV
E_HOMO (alpha / beta)   -0.217 / -0.238 eV
LUMO (alpha / beta)   3.87 / 3.87 eV

Each line ends with the Löwdin spin population.
Positions of all 113 atoms, in Å:
Cr -17.9762 7.1804 8.0903  2.866
O -16.8582 7.5730 12.0613  0.014
C -17.1250 7.3285 10.8973  0.007
N -18.0193 7.7962 9.9920  0.002
C -18.9097 8.8808 10.2395  0.004
O -18.9605 9.4128 11.3570  0.004
C -19.7463 9.2189 9.1148  -0.001
C -20.8782 10.0161 9.3141  0.002
C -22.1774 10.0100 8.7245  0.001
C -22.6264 9.1900 7.6381  0.000
C -22.0562 8.0451 7.0793  0.007
N -19.5470 8.4235 7.9008  -0.014
C -16.2767 6.2602 10.2771  0.003
C -15.3369 5.5684 11.0773  -0.001
C -14.5627 4.6265 10.4533  0.002
C -14.7302 4.3888 9.1266  0.000
C -15.7076 5.0488 8.4479  0.004
N -16.4871 5.9105 9.0528  0.003
H -20.8043 10.7991 10.0635  0.000
H -22.8388 10.8300 8.9415  0.000
H -23.6096 9.4293 7.2805  0.000
H -22.4393 7.7254 6.1626  0.002
H -15.2506 5.9264 12.0969  0.000
H -13.9299 3.9808 11.0710  0.000
H -14.1087 3.6863 8.5811  0.000
H -15.8976 4.8501 7.3882  0.000
C -16.8736 11.2890 8.1993  0.000
C -18.1273 12.1646 7.8282  0.000
C -18.8495 12.4323 9.1371  0.000
C -19.0162 11.6379 6.7363  0.004
C -19.6746 12.6595 5.9971  0.000
C -20.4805 12.4055 4.8829  0.003
C -20.3547 11.1627 4.3526  0.000
C -19.7767 10.1114 5.0471  0.004
C -19.7143 8.7865 4.2068  0.001
C -18.5655 8.7777 3.1675  0.000
C -21.0558 8.4947 3.5006  0.001
C -19.2921 10.2818 6.3594  0.013
N -18.7635 9.1286 6.9426  0.062
C -20.7694 7.5970 7.6680  0.080
C -20.4497 6.1140 7.5573  0.512
N -19.3501 5.7142 8.3539  0.240
C -19.4278 4.5589 9.2010  0.022
C -19.9997 4.5950 10.4546  0.009
C -20.1608 3.4396 11.2580  0.002
C -19.6349 2.2394 10.7833  0.001
C -18.9432 2.2529 9.5669  0.000
C -18.8094 3.3888 8.7940  0.003
C -18.3022 3.2576 7.3775  0.003
C -19.3649 2.8601 6.3634  0.004
C -17.0745 2.3196 7.3069  0.001
C -20.4984 5.8915 11.0606  0.004
C -19.8856 6.2073 12.4673  0.000
C -22.0032 6.1113 11.1680  0.001
H -16.1706 11.8439 8.8444  0.000
H -16.3742 10.8649 7.3428  0.000
H -17.1866 10.4666 8.8036  0.000
H -17.7074 13.1383 7.4763  0.000
H -19.1320 11.4909 9.6450  0.000
H -19.7972 12.9543 8.9255  0.000
H -18.2024 12.9766 9.8216  0.000
H -19.5819 13.6207 6.4269  0.000
H -21.1943 13.1764 4.5598  0.000
H -20.6884 10.8906 3.3622  0.000
H -19.5404 8.0071 4.9404  0.001
H -18.6933 9.6974 2.5858  0.000
H -18.5915 7.8957 2.5409  0.000
H -17.5994 8.8355 3.6869  0.000
H -21.1957 9.3373 2.7818  0.000
H -21.8872 8.5059 4.2234  0.000
H -21.0179 7.5301 2.9151  0.000
H -21.0727 7.5514 8.7229  0.020
H -21.3334 5.5228 7.7079  0.034
H -20.6091 3.5667 12.2207  0.001
H -19.6968 1.3282 11.3669  0.000
H -18.5482 1.2995 9.1893  0.000
H -17.9960 4.2865 7.1157  0.001
H -19.7598 1.8608 6.5814  0.001
H -18.9891 2.8193 5.3041  0.000
H -20.2170 3.5213 6.3818  0.005
H -17.3348 1.2630 7.0322  0.000
H -16.5160 2.3008 8.2213  0.000
H -16.4320 2.5751 6.3985  0.000
H -20.0928 6.6599 10.3640  0.002
H -20.4877 5.6490 13.2311  0.000
H -19.8921 7.2492 12.7451  0.000
H -18.8416 5.8416 12.5449  0.000
H -22.4820 5.3631 11.8433  0.000
H -22.4345 5.9183 10.1887  0.000
H -22.3193 7.1421 11.4647  0.000
S -13.8384 8.5564 6.4421  0.002
C -13.8129 9.1531 8.1326  0.001
C -12.8025 9.7864 8.8887  0.000
C -13.0270 10.1402 10.2105  0.001
C -14.3416 10.0635 10.7298  0.000
C -15.3366 9.4431 10.0084  0.001
C -15.0641 8.8693 8.7193  0.001
N -15.9689 8.2107 7.8911  0.011
C -15.4829 7.9474 6.6992  0.002
C -16.2168 7.1873 5.7209  0.001
C -15.6748 6.8222 4.4730  -0.002
C -16.4169 6.0063 3.6269  0.007
C -17.6427 5.5527 4.0416  0.001
C -18.1835 5.8997 5.2684  0.024
C -17.4902 6.7318 6.1519  -0.011
H -11.8089 9.9069 8.4446  0.000
H -12.1764 10.6451 10.7009  0.000
H -14.5292 10.4337 11.7069  0.000
H -16.3264 9.3555 10.3948  0.000
H -14.6665 7.1487 4.1912  0.000
H -15.9779 5.6991 2.6686  0.001
H -18.1963 4.9401 3.3611  0.000
H -19.1490 5.5981 5.5093  0.019